## A
Entry from the Open Molecules 2025 dataset: a single C2H3NOS molecule (ωB97M-V with the def2-TZVPD basis set).

The value obtained for the HOMO energy is -9.60 eV. The LUMO energy is 0.4 eV.

Geometry as ORCA input:
```
! wB97M-V def2-TZVPD RIJCOSX def2/J DEFGRID3
* xyz 0 1
C 1.5506 0.5635 0.0449
N 1.3114 -0.6278 -0.2456
S -0.2386 -1.3930 -0.0178
C -1.6829 -0.3917 -0.0833
O -1.7791 0.8050 -0.1354
H 2.5627 0.9049 -0.1208
H 0.7705 1.2921 0.3844
H -2.4947 -1.1529 0.1736
*
```

***

## B
Entry from the Open Molecules 2025 dataset: a single C2H3NOS molecule (ωB97M-V with the def2-TZVPD basis set).

The value obtained for the HOMO energy (spin up / spin down) is -7.92 / -7.88 eV. The LUMO energy (spin up / spin down) is -0.7 / -0.7 eV.

Geometry as ORCA input:
```
! wB97M-V def2-TZVPD RIJCOSX def2/J DEFGRID3
* xyz 0 1
C 1.3166 -2.3054 0.3039
C 1.7167 0.5166 0.2246
N 0.5352 -0.2082 -0.4711
O 0.5793 -1.4216 -0.0847
S 2.2893 -3.2891 1.1916
H 2.7012 0.2266 -0.0947
H 1.5782 1.6205 -0.0212
H 1.7116 0.1121 1.1868
*
```

***

The relative energies come out as A 0.000; B 4.769, with values in eV.

***

## A
Entry from the Open Molecules 2025 dataset: a single C2H3NOS molecule (ωB97M-V with the def2-TZVPD basis set).

The value obtained for the HOMO energy (spin up / spin down) is -8.33 / -8.34 eV. The LUMO energy (spin up / spin down) is -1.8 / -1.8 eV.

Geometry as ORCA input:
```
! wB97M-V def2-TZVPD RIJCOSX def2/J DEFGRID3
* xyz 0 1
C -0.6751 -0.1460 1.2190
C 0.6418 -0.5840 -0.6832
N -0.0684 -0.9456 0.3560
O 0.7698 0.4820 -1.4217
S 0.3491 2.0440 -1.4929
H -0.8255 0.9537 0.9934
H -1.2246 -0.3289 2.1318
H 1.0328 -1.4752 -1.1024
*
```

***

## B
Entry from the Open Molecules 2025 dataset: a single C2H3NOS molecule (ωB97M-V with the def2-TZVPD basis set).

The value obtained for the HOMO energy is -9.34 eV. The LUMO energy is 0.1 eV.

Geometry as ORCA input:
```
! wB97M-V def2-TZVPD RIJCOSX def2/J DEFGRID3
* xyz 0 1
C -1.4404 0.4737 -0.0829
N -1.1648 -0.7580 0.0630
S 0.3318 -1.5726 -0.1822
C 1.5460 -0.2866 0.1228
O 1.3867 0.8805 -0.2012
H -2.4447 0.8188 0.1385
H -0.6535 1.1934 -0.3924
H 2.4389 -0.7492 0.5344
*
```

***

The relative energies come out as A 2.563; B 0.000, with values in eV.

***

## A
Entry from the Open Molecules 2025 dataset: a single C2H3NOS molecule (ωB97M-V with the def2-TZVPD basis set).

The value obtained for the HOMO energy is -8.26 eV. The LUMO energy is -0.8 eV.

Geometry as ORCA input:
```
! wB97M-V def2-TZVPD RIJCOSX def2/J DEFGRID3
* xyz 0 1
C 1.3330 0.0582 -0.1107
C -0.8979 -0.2085 -0.1113
N 0.2596 0.6450 0.2767
O 0.1561 1.7684 0.7079
S 2.6946 -0.8136 -0.0357
H -1.3361 0.1654 -1.0369
H -0.5764 -1.3024 -0.2691
H -1.6330 -0.3125 0.5792
*
```

***

## B
Entry from the Open Molecules 2025 dataset: a single C2H3NOS molecule (ωB97M-V with the def2-TZVPD basis set).

The value obtained for the HOMO energy is -9.58 eV. The LUMO energy is 0.0 eV.

Geometry as ORCA input:
```
! wB97M-V def2-TZVPD RIJCOSX def2/J DEFGRID3
* xyz 0 1
O 2.4692 -0.4441 0.2085
C 1.5692 0.2642 -0.0467
C 0.2229 -0.3533 -0.1216
N -0.7449 0.3497 0.1130
S -2.3090 -0.2637 0.0165
H 1.6555 1.3637 -0.5068
H 0.0729 -1.5283 -0.3052
H -2.9358 0.6117 0.6424
*
```

***

The relative energies come out as A 2.247; B 0.000, with values in eV.

***

## A
Entry from the Open Molecules 2025 dataset: 2 unconnected molecules or ions with the total composition C2H4NO (ωB97M-V with the def2-TZVPD basis set).

The value obtained for the HOMO energy is -17.74 eV. The LUMO energy is -7.9 eV.

Geometry as ORCA input:
```
! wB97M-V def2-TZVPD RIJCOSX def2/J DEFGRID3
* xyz 1 1
C -0.6243 -0.3306 0.1964
C 0.8992 -0.0080 0.1005
N -0.0988 0.8152 -0.3684
O -0.3123 1.8364 -0.8722
H -1.3814 -1.5830 -0.4344
H -1.1721 -0.1406 1.2094
H 1.4899 0.0575 0.9592
H 1.1998 -0.6469 -0.7905
*
```

***

## B
Entry from the Open Molecules 2025 dataset: a gas-phase ion, C2H4NO (charge +1) (ωB97M-V with the def2-TZVPD basis set).

The value obtained for the HOMO energy is -17.95 eV. The LUMO energy is -7.9 eV.

Geometry as ORCA input:
```
! wB97M-V def2-TZVPD RIJCOSX def2/J DEFGRID3
* xyz 1 1
O 0.5502 -1.1290 -1.5244
N 0.2105 -0.4738 -0.6100
C 0.3304 -0.2105 0.7606
C -0.4943 0.6139 -0.2702
H 1.2351 0.3501 1.3162
H 0.0285 -1.0515 1.4051
H -1.5558 0.3424 -0.2795
H -0.3046 1.5584 -0.7978
*
```

***

The relative energies come out as A 1.798; B 0.000, with values in eV.